# 1
Entry from the Open Molecules 2025 dataset: 8 unconnected molecules or ions with the total composition C14H45N12O8 in a non-equilibrium geometry (ωB97M-V with the def2-TZVPD basis set).

```
79
Properties=species:S:1:pos:R:3:forces:R:3
C -0.28968 -0.57476 1.01412 0.132 -0.157 0.511
O 1.04678 -0.24885 1.23143 -1.316 -0.258 -0.266
H -0.48217 -1.63977 1.14375 0.453 -0.481 -0.487
H -1.03575 -0.15246 1.68728 0.317 0.701 0.205
H -0.61105 -0.29847 0.00989 0.306 -0.055 -0.375
C -1.50940 1.86822 4.25677 0.609 3.967 0.887
O -1.36400 2.19863 5.37646 1.046 1.204 3.958
N -2.06452 0.78748 3.89748 -2.182 -5.414 -2.601
N -1.28534 2.67826 3.20257 -0.309 0.694 -2.127
H -1.86189 0.58642 2.92865 -0.769 -1.004 0.526
H -2.45015 0.11246 4.54226 0.412 0.226 -0.212
H -1.72324 2.31200 2.36939 0.312 1.181 -0.323
H -0.89790 3.61003 3.24502 -0.680 -0.328 0.260
C 1.91889 -1.73886 4.56885 8.349 -1.552 -0.033
O 2.96624 -1.31272 3.99210 -3.237 -0.231 1.449
N 0.72572 -1.67714 4.19245 -7.218 1.629 -3.847
N 2.05046 -2.63811 5.57662 1.330 -0.141 1.414
H -0.01675 -2.26617 4.54155 0.477 0.112 0.239
H 0.57324 -1.40083 3.23302 0.130 0.282 0.285
H 2.96907 -2.52050 5.97965 -0.284 -0.606 0.527
H 1.26624 -3.02043 6.08546 0.440 0.299 0.173
C 2.52075 2.35869 3.25765 2.215 -5.165 -2.699
O 3.45685 1.61191 3.14231 1.471 -2.006 0.375
N 2.70851 3.55736 3.52822 1.692 9.051 2.691
N 1.32669 2.13285 2.82463 -4.801 -0.891 -0.968
H 3.66551 3.86608 3.43365 -0.249 0.095 0.389
H 1.97886 4.24398 3.40066 0.442 0.020 0.129
H 0.65020 2.86561 2.98440 0.341 -1.081 -0.295
H 1.03013 1.26468 2.40223 0.374 0.081 0.450
C 2.80936 1.96468 -1.20317 0.585 -3.135 1.980
O 3.14611 0.79379 -1.08478 0.060 -0.126 -1.236
N 1.82734 2.44092 -0.47057 -3.563 0.776 1.897
N 3.38316 2.90985 -1.86583 2.831 2.935 -3.410
H 1.83978 3.40150 -0.15875 -0.202 -0.385 0.126
H 1.36137 1.73533 0.08181 0.315 0.513 0.361
H 3.00605 3.84665 -1.88281 0.046 -0.394 -0.119
H 4.08526 2.70263 -2.56168 -0.056 -0.068 0.339
C -0.03580 -4.99962 -1.05656 3.599 -3.818 -3.435
O 1.14404 -5.23944 -0.87909 0.419 -0.017 0.873
N -0.78234 -4.20228 -0.45102 -3.045 4.764 4.394
N -0.70933 -5.56830 -2.05429 -0.666 -2.181 -2.803
H -0.39775 -3.90499 0.43430 -0.793 0.525 -0.018
H -1.72779 -4.13239 -0.79936 0.143 0.475 1.134
H -0.25298 -6.35248 -2.49804 -0.241 0.320 -0.184
H -1.66909 -5.35572 -2.28616 0.349 -0.326 0.042
C -1.69812 3.51751 -1.08893 -0.816 -0.266 -0.393
C -2.39536 2.31418 -1.85217 1.251 0.004 0.438
C -3.68931 1.61440 -1.22499 1.695 3.556 -0.040
O -4.01243 0.39095 -1.73826 0.618 -1.262 -0.384
C -3.08670 -0.57702 -1.29174 -0.011 -1.323 -0.708
N -2.62615 2.65425 -3.23935 -0.700 0.247 -0.480
H -0.77013 3.85154 -1.55300 -0.171 -0.258 -0.910
H -1.25761 3.24283 -0.13049 -0.759 -0.262 0.479
H -2.33144 4.40332 -1.04028 -0.124 -0.070 0.343
H -1.56225 1.61288 -1.80536 -0.013 -0.847 0.179
H -4.51664 2.30478 -1.38934 -0.166 -0.144 -0.096
H -3.45932 1.64935 -0.16010 -0.283 -0.626 0.500
H -3.23689 -1.55124 -1.75698 -1.324 -0.143 0.078
H -3.17165 -0.69237 -0.21120 0.400 0.062 0.142
H -2.07578 -0.52171 -1.69558 0.351 1.284 0.607
H -1.78407 2.81231 -3.77416 0.384 0.346 0.346
H -3.02229 1.85770 -3.71756 -0.539 -0.095 0.065
C 2.13091 -2.83334 -3.31684 -0.465 0.320 -3.426
C 1.71624 -1.66123 -2.51805 1.013 -0.788 -0.468
C 0.27853 -1.08510 -2.75868 2.077 -0.940 -0.126
O 0.14848 -0.69535 -4.07666 0.788 1.631 -0.926
C -1.09751 -0.11464 -4.42208 0.009 -1.365 0.546
N 1.90601 -2.19497 -1.22373 -1.813 1.007 2.420
H 2.14110 -2.41917 -4.32503 0.455 -0.615 -0.676
H 1.37697 -3.61916 -3.36332 -0.066 -0.187 0.401
H 3.10775 -3.24788 -3.06774 -0.206 0.250 0.217
H 2.51169 -0.91695 -2.55565 -0.533 0.648 -0.688
H 0.24999 -0.26275 -2.04381 -0.616 0.462 0.105
H -0.45492 -1.86668 -2.56048 -0.295 -0.257 0.540
H -1.52310 0.53447 -3.65680 0.338 0.005 0.140
H -1.70147 -1.02003 -4.48211 -1.077 0.357 -0.489
H -1.05812 0.43342 -5.36345 0.270 -0.282 0.004
H 1.32449 -3.01862 -1.16417 0.233 -0.563 0.189
H 1.34910 -1.50177 -0.74474 0.511 0.082 1.893
```
Forces are in eV/Å.

LUMO level (spin up / spin down) (eV): -0.28 / -2.76
ΔE to the lowest compared entry with this formula, charge and spin (kcal per mole): 65.42
HOMO energy (spin up / spin down) (eV): -8.681 / -8.677
Kohn-Sham gap (spin up / spin down) (eV): 8.4 / 5.9
Spin multiplicity: 2

Here are the Löwdin charges for atoms 1 to 5, given in e: C -0.1669; O -0.0061; H 0.0868; H 0.0402; H 0.0731

# 2
Entry from the Open Molecules 2025 dataset: a gas-phase ion, C6H11FN (charge +1) in a non-equilibrium geometry (ωB97M-V with the def2-TZVPD basis set).

```
19
Properties=species:S:1:pos:R:3:forces:R:3
C 2.01365 1.84640 -0.30591 -0.265 3.197 -0.286
C 2.52575 0.79872 -0.79840 0.124 -3.045 -1.161
C 0.54536 2.02293 0.16039 2.245 -0.046 -2.236
C -0.53558 0.93305 -0.11826 1.083 -0.051 2.030
C -0.27407 -0.31630 0.71971 -1.183 0.340 -2.191
C -1.95281 -2.28563 0.12045 -0.312 -1.433 0.975
N -0.53311 -1.72105 0.15594 0.490 0.113 -0.461
F 3.57974 0.37893 -1.43408 0.297 0.516 0.303
H 2.61039 2.83432 -0.35325 -0.826 -1.468 0.272
H 0.83537 2.22987 1.16016 -1.435 0.411 1.484
H 0.29509 2.93018 -0.42161 -0.487 -0.283 0.864
H -1.40639 1.56087 0.17321 -0.262 -1.230 -0.162
H -0.58475 0.61361 -1.13425 -0.053 0.321 -0.998
H -0.09207 -0.22564 1.75857 0.153 -0.613 0.844
H -1.96596 -3.35723 -0.33788 0.396 1.861 1.172
H -2.21933 -2.23097 1.18910 -0.407 -0.632 -0.596
H -2.69888 -1.72742 -0.43884 0.621 0.613 -0.181
H -0.19446 -1.91355 -0.80477 0.324 1.111 0.368
H 0.05205 -2.37108 0.70971 -0.504 0.317 -0.041
```
Forces are in eV/Å.

LUMO level (spin up / spin down) (eV): -3.41 / -5.13
ΔE to the lowest compared entry with this formula, charge and spin (kcal per mole): 0.00
HOMO energy (spin up / spin down) (eV): -12.013 / -13.006
Charge: +1
Kohn-Sham gap (spin up / spin down) (eV): 8.6 / 7.9
Spin multiplicity: 3

Here are the Löwdin charges for atoms 1 to 5, given in e: C -0.1368; C -0.0966; C -0.1839; C -0.1567; C 0.0376

# 3
Entry from the Open Molecules 2025 dataset: 4 unconnected molecules or ions with the total composition C4H15NO3 in a non-equilibrium geometry (ωB97M-V with the def2-TZVPD basis set).

```
23
Properties=species:S:1:pos:R:3:forces:R:3
C -1.36822 0.09201 -1.88375 0.485 0.767 -1.589
N -2.22175 1.05011 -1.19834 0.359 -0.542 1.240
C 0.73354 -0.15732 1.56245 0.169 -0.631 -2.062
C 0.61179 -1.62351 1.67521 2.899 2.925 1.358
C 1.33937 -2.48081 0.75109 -1.783 -1.023 -2.712
O 0.35563 -2.57807 -0.42872 0.567 0.595 1.833
H -0.56714 0.69625 -2.34156 -0.196 -0.366 -0.022
H -0.79303 -0.69736 -1.34902 -0.728 0.245 0.138
H -1.97002 -0.32980 -2.72149 0.576 -0.187 0.581
H -2.92298 0.50594 -0.69863 -0.081 0.465 0.114
H -0.21456 0.39664 1.66896 -0.086 0.447 0.483
H 1.46587 0.22892 2.30004 -0.604 -0.325 0.607
H 1.18954 0.21550 0.62027 -0.438 -0.517 0.122
H 0.35082 -1.90012 2.69183 -0.877 -0.856 -0.290
H 1.46701 -3.53744 0.95807 0.502 0.235 0.852
H 2.18824 -1.98058 0.28317 0.160 -0.010 0.478
H -0.47574 -2.37723 0.02585 -0.542 -0.221 -0.943
H -0.61986 3.55355 0.77833 0.046 -0.179 0.069
H -1.66513 1.59572 -0.50019 -0.475 -0.237 -0.461
O -0.42322 2.61498 0.68359 -0.016 -0.673 0.145
H 1.56700 2.59809 -1.60450 -0.232 0.348 0.129
H 0.64140 2.21003 -0.27979 0.110 0.751 -0.517
O 1.33143 1.90451 -0.99287 0.189 -1.013 0.446
```
Forces are in eV/Å.

LUMO level (eV): -4.27
ΔE to the lowest compared entry with this formula, charge and spin (kcal per mole): 163.96
HOMO energy (eV): -7.854
Kohn-Sham gap (eV): 3.6

Here are the Löwdin charges for atoms 1 to 5, given in e: C -0.2273; N -0.0643; C -0.0400; C 0.0914; C -0.1299

Look up the ΔE to the lowest compared entry with this formula, charge and spin of the third one.
163.96 kcal per mole